[1]
A molecular structure, C41H41BF3MnN9O4SSe, computed with ωB97M-V/def2-TZVPD.

Structure (XYZ):
```
102
Properties=species:S:1:pos:R:3
Mn 0.57341 -0.29254 0.72745
C -2.75576 -3.32545 3.61561
C -1.83349 -3.02919 2.48392
C -1.40607 -3.84484 1.44665
C -0.57971 -3.05086 0.65780
N -0.50317 -1.83054 1.20951
N -1.27613 -1.82231 2.31254
B -1.39795 -0.46906 3.01402
N 0.00480 0.01971 3.45483
N 0.93181 0.32411 2.50312
C 1.90109 1.05432 3.08428
C 1.60377 1.16755 4.43945
C 0.40524 0.50403 4.63828
C -0.37545 0.32611 5.89524
C 3.01411 1.76944 2.42026
C 3.18225 3.11077 2.76960
C 4.20010 3.87055 2.21504
C 5.07675 3.29865 1.30409
C 4.92325 1.96396 0.95614
C 3.90090 1.20526 1.50709
N -1.86804 0.54908 1.93294
N -1.10864 0.72621 0.82026
C -1.67205 1.70874 0.10003
C -2.78747 2.18429 0.78255
C -2.89065 1.41283 1.92786
C -3.91524 1.45366 3.00949
C -1.18130 2.16909 -1.20910
C -1.02881 3.53114 -1.45146
C -0.59144 3.98012 -2.69086
C -0.31024 3.07247 -3.70261
C -0.48292 1.71222 -3.47395
C -0.92374 1.26618 -2.23772
C 0.13245 -3.33771 -0.58990
C 0.31432 -2.31898 -1.51743
C 1.02401 -2.53128 -2.68692
C 1.54559 -3.79179 -2.94800
C 1.35266 -4.82225 -2.03697
C 0.65045 -4.59732 -0.86198
H -3.08131 -4.36149 3.56404
H -3.63764 -2.68538 3.57890
H -2.26283 -3.16703 4.57501
H -1.69264 -4.86641 1.26601
H -2.14727 -0.50275 3.93881
H 2.21041 1.65471 5.18404
H 0.16486 0.77538 6.72508
H -0.52795 -0.73041 6.11528
H -1.35506 0.79888 5.82513
H 2.49114 3.56574 3.46931
H 4.31028 4.90851 2.50033
H 5.88189 3.88455 0.87961
H 5.61697 1.49906 0.26558
H 3.81142 0.16631 1.24272
H -3.46006 2.96168 0.46054
H -4.62270 2.25641 2.81424
H -3.45891 1.62652 3.98408
H -4.46557 0.51357 3.05829
H -1.23547 4.23842 -0.65653
H -0.47238 5.04149 -2.86674
H 0.02168 3.42330 -4.67142
H -0.29762 1.00180 -4.27156
H -1.14049 0.21948 -2.07634
H -0.18388 -1.36392 -1.35528
H 1.15194 -1.72939 -3.40624
H 2.09839 -3.97194 -3.86082
H 1.76296 -5.80283 -2.23788
H 0.53694 -5.38529 -0.12884
C -5.57732 0.82011 -1.49909
N -4.86421 0.25951 -2.63103
C -5.02909 0.62562 -3.95478
C -4.17366 -0.12086 -4.67919
N -3.49141 -0.93114 -3.78991
C -2.48322 -1.91513 -4.13516
C -3.90996 -0.69284 -2.52592
Se -3.28981 -1.49539 -0.99308
H -6.44885 1.35491 -1.86809
H -4.92926 1.49612 -0.94274
H -5.88557 0.01484 -0.83631
H -5.74572 1.36733 -4.25770
H -3.99915 -0.15965 -5.73926
H -2.41600 -1.97497 -5.21861
H -2.75599 -2.88460 -3.72202
H -1.51776 -1.63246 -3.71730
F 3.97226 -2.61404 -0.84721
C 4.20795 -2.94956 0.43200
F 4.31291 -4.26850 0.50554
F 5.35834 -2.39422 0.79898
S 2.82946 -2.36317 1.54902
O 3.45272 -1.67346 2.63378
O 2.03116 -3.51608 1.81835
O 2.16452 -1.40171 0.58131
O 1.33221 1.28130 -0.07340
N 2.18658 1.41404 -1.08321
C 2.71915 0.37075 -1.73626
C 3.60360 0.59152 -2.76950
C 3.93228 1.88803 -3.13168
C 3.36428 2.94187 -2.43419
C 2.49108 2.68107 -1.40331
H 2.43956 -0.61007 -1.38699
H 4.02850 -0.26549 -3.27268
H 4.62549 2.07485 -3.94008
H 3.59387 3.96986 -2.67386
H 2.00530 3.42626 -0.79293
```

Output
frontier orbital gap (alpha / beta)	6.268 / 6.414	eV
expectation value of S²	2.019
2S+1	3
highest occupied orbital energy (alpha / beta)	-0.349 / -0.349	Ha
total charge	+1

Here are the Löwdin charges for atoms 1 to 99, given in e: 0.8677, 0.0036, -0.2312, 0.0604, -0.2524, 0.0074, 0.0695, -0.4657, 0.0740, 0.0413, -0.1785, 0.0552, -0.2316, -0.0001, -0.1474, -0.0253, -0.0721, -0.0817, -0.0715, -0.0357, 0.0690, 0.0277, -0.2195, 0.0338, -0.2451, 0.0018, -0.1713, -0.0260, -0.0754, -0.0832, -0.0694, -0.0500, -0.1742, -0.0912, -0.0902, -0.0681, -0.0502, -0.0024, 0.0887, 0.0885, 0.0902, 0.1284, 0.1238, 0.1299, 0.0890, 0.0938, 0.0807, 0.1170, 0.1069, 0.1060, 0.1113, 0.0776, 0.1215, 0.0874, 0.0827, 0.0926, 0.1226, 0.1089, 0.1071, 0.1057, 0.0518, 0.0582, 0.1054, 0.1092, 0.1134, 0.1280, -0.0304, -0.1229, -0.0393, -0.0432, -0.1273, -0.0311, -0.7376, 0.6904, 0.0949, 0.0726, 0.0743, 0.1235, 0.1224, 0.0958, 0.0892, 0.0595, 0.1212, -0.6370, 0.1563, 0.1493, 0.5862, -0.2418, -0.2333, -0.4186, -0.1681, -0.1117, -0.0006, -0.0046, -0.0267, -0.0123, 0.0048, 0.0942, 0.1256

[2]
C14H15NO3S in the gas phase, computed with ωB97M-V/def2-TZVPD.

Structure (XYZ):
```
34
Properties=species:S:1:pos:R:3
C -0.34990 2.51719 -0.50207
H 0.29516 3.28789 -0.93355
O 0.39119 1.57587 0.23543
C 1.25266 1.99888 1.20589
C 1.29223 3.29604 1.70068
C 2.14788 3.63598 2.73484
C 2.97625 2.68189 3.29295
C 2.96520 1.39200 2.79319
C 2.12461 1.03696 1.74831
O 2.17824 -0.27750 1.34182
C 2.04751 -0.56635 -0.03787
H 2.59603 -1.50230 -0.19215
C 0.60175 -0.78477 -0.50579
O 0.27356 -0.63930 -1.66160
N -0.19658 -1.23160 0.48451
H 0.19335 -1.19767 1.41600
C -1.64270 -1.31829 0.37586
C -2.06073 -1.94177 -0.91448
C -1.79361 -3.19665 -1.36686
C -2.33851 -3.44790 -2.64532
C -3.01582 -2.38261 -3.14102
S -2.99153 -1.04716 -2.06270
H -3.52898 -2.29372 -4.07776
H -2.22973 -4.38152 -3.16787
H -1.22003 -3.91563 -0.80920
H -2.08968 -0.31839 0.45453
H -1.99490 -1.92555 1.21659
H 2.50268 0.20882 -0.66112
H 3.61170 0.63052 3.20028
H 3.63825 2.93833 4.10513
H 2.15480 4.64998 3.10434
H 0.63676 4.04661 1.28805
H -0.81386 1.94290 -1.30347
H -1.12490 2.98765 0.11212
```

Output
frontier orbital gap	9.031	eV
2S+1	1
SMILES string	COc1ccccc1OCC(=O)NCc1cccs1
highest occupied orbital energy	-0.306	Ha

Löwdin atomic charges, in units of e: -0.0557, 0.1029, -0.1152, -0.1917, -0.0179, -0.0907, -0.0926, -0.0042, -0.1920, -0.0471, -0.0785, 0.1414, -0.4962, 0.0693, 0.0809, 0.1400, -0.1735, -0.5463, -0.1346, -0.1874, -0.4157, 1.0273, 0.0568, 0.0987, 0.1135, 0.1130, 0.1288, 0.1446, 0.1200, 0.1016, 0.1027, 0.1054, 0.0936, 0.0987

Sequential ΔE to the lowest compared entry with this formula, charge and spin output: 0.0 32.9 kJ/mol